Formula: C4H7NO2
Source: OMol25
Level of theory: ωB97M-V/def2-TZVPD

For the HOMO energy, the calculation gives -9.74 eV. The relative energy (zero: lowest compared OMol25 entry of this formula, charge and spin) is 82.9 kcal per mole. The calculation puts the gap between HOMO and LUMO at 10.609 eV. As for the SMILES: C[C@]1(C=O)CN1O. The value obtained for the LUMO energy is 0.87 eV. The calculation puts the total energy at -361.74877 Ha.

```
14
Properties=species:S:1:pos:R:3:forces:R:3:mulliken_charge:R:1
C -0.7301 -1.4919 0.2767 0.01 -0.03 0.05 -1.264
C 0.0189 -0.2242 -0.0436 -0.06 -0.22 -0.11 1.112
C 0.5360 -0.1153 -1.4437 0.07 -0.31 -0.23 -0.173
O 0.6945 -1.0912 -2.1428 -0.16 0.53 0.27 -0.500
C 0.8918 0.5165 0.9298 0.17 0.02 0.14 -0.716
N -0.4558 0.9627 0.6752 0.01 -0.17 0.08 -0.341
O -0.4691 2.1464 -0.1074 -0.17 0.27 -0.06 -0.386
H -1.6778 -1.4904 -0.2735 0.14 -0.04 0.08 0.269
H -0.1613 -2.3713 -0.0329 -0.04 0.12 0.06 0.312
H -0.9557 -1.5514 1.3442 0.08 0.03 -0.13 0.404
H 0.8139 0.8967 -1.7904 -0.02 -0.09 0.04 0.368
H 1.6764 1.1314 0.4892 -0.12 -0.11 0.09 0.330
H 1.1030 0.1177 1.9186 -0.10 0.02 -0.14 0.254
H -1.2847 2.5642 0.2007 0.20 -0.01 -0.15 0.331
```
Positions in Å, forces in eV/Å.